Here is a cluster of 2 separate species, C20H32ClN4O4S in total from the OMol25 dataset. Energies are from the ωB97M-V functional and the def2-TZVPD basis.

Calculated values
Highest occupied orbital energy, eV: -11.561
Relative energy (zero: lowest compared OMol25 entry of this formula, charge and spin), eV: 0.000
Total charge: +1
Orbital gap, eV: 7.63
LUMO energy, eV: -3.9

XYZ file:
```
62
Properties=species:S:1:pos:R:3:lowdin_charge:R:1
C 5.671 -1.042 -0.029 -0.078
C 4.363 -0.360 0.356 -0.229
C 3.490 -0.055 -0.832 -0.191
N 2.093 0.223 -0.455 0.060
C 1.026 -0.250 -1.196 -0.166
N 1.181 -1.443 -1.831 0.169
C 0.245 -2.024 -2.616 0.022
C -0.979 -1.371 -2.785 0.057
C -1.185 -0.169 -2.120 -0.042
C -2.492 0.470 -2.373 -0.619
O -3.436 0.303 -1.762 0.239
O -2.385 1.313 -3.425 -0.470
Cl -3.509 1.050 -4.652 0.790
C -0.212 0.437 -1.306 -0.033
C -0.455 1.747 -0.624 -0.096
C -1.595 1.776 0.430 -0.162
C -1.213 2.072 1.894 -0.161
C -1.785 1.104 2.946 -0.191
C -0.768 0.151 3.544 -0.195
C -0.195 -0.876 2.580 -0.289
C -0.380 -2.346 2.922 -0.422
S 1.107 -3.131 2.244 1.005
C 0.564 -4.629 1.612 -0.730
N 0.986 -5.096 0.461 0.020
N 0.395 -6.355 0.323 0.055
C -0.353 -6.496 1.389 -0.162
O -0.287 -5.453 2.247 0.054
H 5.893 -1.843 0.656 0.075
H 5.614 -1.489 -1.007 0.068
H 6.502 -0.363 0.000 0.075
H 3.821 -0.976 1.061 0.099
H 4.598 0.579 0.826 0.112
H 3.570 -0.851 -1.561 0.099
H 3.866 0.834 -1.312 0.127
H 1.949 0.067 0.531 0.121
H 2.043 -1.951 -1.698 0.163
H 0.490 -2.965 -3.054 0.139
H -1.730 -1.815 -3.404 0.134
H 0.448 2.062 -0.139 0.108
H -0.649 2.480 -1.394 0.106
H -2.290 2.531 0.116 0.066
H -2.114 0.837 0.401 0.093
H -0.143 2.162 2.030 0.108
H -1.616 3.045 2.117 0.106
H -2.594 0.554 2.484 0.111
H -2.217 1.665 3.759 0.108
H -1.180 -0.332 4.417 0.111
H 0.061 0.742 3.900 0.110
H -0.600 -0.724 1.593 0.097
H 0.871 -0.706 2.515 0.060
H -1.247 -2.752 2.428 0.088
H -0.447 -2.535 3.978 0.081
H -0.977 -7.323 1.636 0.129
C -2.503 4.376 -2.897 -0.074
C -2.757 4.273 -1.406 -0.280
O -1.545 4.207 -0.648 -0.124
H -1.899 3.534 -3.222 0.048
H -3.439 4.373 -3.458 0.084
H -1.959 5.288 -3.151 0.082
H -3.287 3.348 -1.176 0.103
H -3.373 5.106 -1.058 0.122
H -1.051 5.017 -0.805 0.108
```

***

Here is a structure of composition C20H32N2O3RuSe2 from the OMol25 dataset. Energies are from the ωB97M-V functional and the def2-TZVPD basis.

Calculated values
Multiplicity: 5
Highest occupied orbital energy (alpha / beta), eV: -19.808 / -19.760
<S²>: 6.03
Total charge: +4
Orbital gap (alpha / beta), eV: 6.17 / 3.32
LUMO energy (alpha / beta), eV: -13.6 / -16.4

XYZ file:
```
60
Properties=species:S:1:pos:R:3:lowdin_charge:R:1
Ru -0.671 -0.504 -0.200 1.267
O 5.818 1.912 -0.502 -0.008
C 5.557 0.595 -0.780 -0.210
C 4.094 0.302 -0.713 -0.090
C 3.601 -1.005 -0.818 0.069
C 2.238 -1.220 -0.709 -0.070
N 1.357 -0.235 -0.516 -0.056
C 1.802 1.042 -0.486 -0.167
C 3.157 1.334 -0.581 0.118
C 0.733 2.050 -0.451 -0.157
C 0.969 3.410 -0.594 0.117
C -0.094 4.303 -0.741 -0.086
C 0.155 5.761 -0.949 -0.206
O 1.449 6.108 -0.653 -0.004
C -1.386 3.764 -0.706 0.065
C -1.546 2.410 -0.496 -0.102
N -0.529 1.548 -0.370 -0.073
H 6.766 2.121 -0.521 0.142
H 6.112 -0.088 -0.103 0.165
H 5.938 0.302 -1.784 0.172
H 4.258 -1.848 -0.974 0.152
H 1.835 -2.222 -0.794 0.101
H 3.514 2.351 -0.559 0.137
H 1.971 3.808 -0.622 0.140
H -0.583 6.360 -0.379 0.164
H -0.087 6.010 -2.007 0.175
H 1.618 7.058 -0.759 0.143
H -2.259 4.382 -0.836 0.151
H -2.549 2.005 -0.432 0.088
C -4.630 -0.322 -0.808 -0.257
Se -3.129 -0.763 0.338 1.011
C -3.516 0.332 1.950 -0.435
C -2.782 -0.154 3.182 -0.423
Se -0.851 -0.515 2.923 1.222
C -0.712 -2.011 4.137 -0.266
H -4.717 0.750 -0.989 0.060
H -5.546 -0.682 -0.333 0.074
H -4.497 -0.842 -1.758 0.058
H -4.597 0.282 2.123 0.117
H -3.254 1.365 1.711 0.079
H -3.227 -1.073 3.570 0.104
H -2.852 0.611 3.964 0.122
H -0.866 -1.660 5.158 0.084
H 0.287 -2.441 4.079 0.061
H -1.466 -2.759 3.895 0.072
C -1.188 -2.254 -2.628 -0.033
C -1.349 -3.189 -1.438 -0.225
O -0.602 -2.656 -0.333 -0.404
C -0.105 -3.599 0.632 -0.223
C 0.757 -4.707 0.042 -0.025
H -1.868 -2.549 -3.426 0.119
H -0.171 -2.315 -3.019 0.103
H -1.426 -1.195 -2.355 0.051
H -0.987 -4.193 -1.676 0.143
H -2.409 -3.266 -1.132 0.125
H -0.959 -4.037 1.165 0.145
H 0.477 -2.982 1.332 0.103
H 0.160 -5.527 -0.345 0.101
H 1.385 -5.120 0.826 0.110
H 1.406 -4.345 -0.753 0.089
```

***

Here is a structure of composition C20H32N4O5S from the OMol25 dataset. Energies are from the ωB97M-V functional and the def2-TZVPD basis.

Calculated values
Highest occupied orbital energy, eV: -7.811
Relative energy (zero: lowest compared OMol25 entry of this formula, charge and spin), eV: 27.271
Total charge: 0
Orbital gap, eV: 6.26
LUMO energy, eV: -1.5

XYZ file:
```
62
Properties=species:S:1:pos:R:3:lowdin_charge:R:1
C -1.648 0.773 1.773 0.007
N -1.966 -0.461 0.918 -0.242
S -2.226 -0.446 -0.675 0.755
O -1.468 0.841 -1.212 -0.351
O -1.743 -1.539 -1.500 -0.268
C -3.792 -0.019 -0.846 -0.500
C -4.573 -0.995 -1.109 -0.055
C -5.996 -1.095 -1.344 0.101
C -6.498 0.166 -1.020 -0.122
C -5.780 1.346 -0.648 0.129
C -4.319 0.964 -0.442 -0.059
H -3.596 1.803 -0.355 0.148
H -6.208 2.368 -0.593 0.128
N -8.013 0.364 -0.928 -0.241
O -8.651 -0.587 -1.422 0.075
O -8.356 1.616 -0.639 0.004
H -6.726 -1.656 -1.558 0.043
H -4.163 -2.049 -1.388 0.159
C -2.516 -1.723 1.591 -0.111
C -1.363 -2.398 2.504 -0.057
C -0.198 -2.901 1.378 -0.005
C 0.836 -1.713 1.414 -0.660
O 1.206 -1.164 2.267 0.183
N 1.107 -1.466 0.114 0.059
H 0.454 -2.164 -0.888 0.298
C 1.963 -0.571 -0.522 -0.323
C 3.414 -0.708 -0.033 -0.148
H 3.602 -2.085 0.001 0.208
H 3.477 -0.550 1.210 0.169
C 4.455 0.033 -0.617 -0.665
N 3.886 1.071 -1.143 0.050
H 4.651 1.807 -1.560 0.207
C 2.785 1.854 -0.428 -0.585
C 1.704 0.988 -0.217 -0.082
H 0.799 1.230 -0.685 0.068
H 1.434 0.741 1.067 0.201
C 3.261 2.497 0.678 -0.161
H 3.514 1.986 1.838 0.143
H 2.497 3.196 1.237 0.113
H 4.258 3.150 0.779 0.123
C 2.218 3.087 -1.352 0.067
H 2.140 2.528 -2.129 0.016
H 1.541 3.511 -1.023 -0.055
H 3.131 3.812 -1.701 0.155
C 5.800 0.122 0.251 0.039
H 5.959 -0.694 0.542 -0.059
H 5.311 0.879 1.138 0.127
H 6.333 0.917 -0.291 0.087
C 4.978 -0.928 -1.939 0.034
H 4.298 -1.057 -2.474 -0.073
H 5.465 -1.787 -1.621 0.054
H 5.691 -0.248 -2.467 0.093
H 1.904 -0.736 -1.674 0.179
H -0.718 -3.107 0.550 0.046
H 0.193 -3.544 1.999 0.049
H -1.017 -1.800 3.413 0.136
H -1.862 -3.263 2.721 0.054
H -2.771 -2.200 0.871 -0.013
H -3.251 -1.334 2.330 0.136
H -1.423 1.657 1.250 0.071
H -0.864 0.570 2.323 0.019
H -2.560 1.109 2.287 0.101
```

***

Here is an isolated molecule of C20H32N6O4 from the OMol25 dataset. Energies are from the ωB97M-V functional and the def2-TZVPD basis.

Calculated values
Highest occupied orbital energy, eV: -8.353
Relative energy (zero: lowest compared OMol25 entry of this formula, charge and spin), eV: 0.000
Total charge: 0
Structure (SMILES): CCCCCn1c(CN2CCN(C(=O)OCC)CC2)nc2c1c(=O)n(C)c(=O)n2C
Orbital gap, eV: 9.01
LUMO energy, eV: 0.7

XYZ file:
```
62
Properties=species:S:1:pos:R:3:lowdin_charge:R:1
C -0.874 -3.779 2.430 -0.112
C -2.309 -3.282 2.287 -0.260
C -2.488 -2.278 1.148 -0.212
C -2.262 -2.896 -0.230 -0.169
C -2.646 -1.934 -1.359 -0.117
N -1.917 -0.690 -1.292 0.042
C -0.648 -0.411 -1.671 -0.246
N -0.312 0.846 -1.423 0.204
C -1.402 1.403 -0.856 -0.210
C -2.426 0.476 -0.761 -0.064
C -3.709 0.819 -0.232 -0.373
O -4.685 0.098 -0.124 0.066
N -3.752 2.154 0.178 0.035
C -2.736 3.100 0.112 -0.431
O -2.894 4.237 0.503 0.071
N -1.537 2.684 -0.423 0.014
C -0.423 3.601 -0.521 0.001
H -0.769 4.582 -0.201 0.090
H -0.071 3.637 -1.551 0.095
H 0.392 3.265 0.121 0.088
C -5.024 2.589 0.733 -0.005
H -4.919 3.619 1.060 0.087
H -5.290 1.945 1.571 0.099
H -5.801 2.509 -0.027 0.100
C 0.297 -1.407 -2.272 -0.103
N 1.633 -1.389 -1.705 -0.148
C 2.418 -0.232 -2.113 -0.165
C 3.856 -0.403 -1.620 -0.118
N 3.860 -0.559 -0.183 -0.037
C 4.073 0.465 0.680 -0.540
O 3.857 0.405 1.868 0.090
O 4.624 1.539 0.065 -0.013
C 4.904 2.657 0.903 -0.219
C 3.666 3.518 1.116 -0.064
H 3.927 4.397 1.697 0.077
H 2.914 2.949 1.658 0.072
H 3.256 3.832 0.158 0.073
H 5.283 2.298 1.865 0.121
H 5.684 3.213 0.379 0.122
C 3.062 -1.684 0.249 -0.114
C 1.628 -1.524 -0.256 -0.157
H 1.179 -0.645 0.235 0.129
H 1.048 -2.411 0.010 0.114
H 3.502 -2.597 -0.163 0.130
H 3.082 -1.722 1.339 0.125
H 4.288 -1.308 -2.056 0.128
H 4.460 0.459 -1.894 0.123
H 1.998 0.701 -1.712 0.109
H 2.410 -0.182 -3.204 0.125
H 0.391 -1.211 -3.345 0.133
H -0.106 -2.415 -2.145 0.115
H -3.705 -1.680 -1.269 0.123
H -2.471 -2.399 -2.333 0.129
H -1.218 -3.193 -0.337 0.086
H -2.879 -3.791 -0.333 0.123
H -1.791 -1.449 1.295 0.114
H -3.501 -1.873 1.187 0.109
H -2.975 -4.133 2.126 0.107
H -2.609 -2.800 3.220 0.106
H -0.573 -4.367 1.567 0.063
H -0.188 -2.941 2.536 0.070
H -0.781 -4.408 3.312 0.069
```

***

Here is a structure of composition C20H32N6S4SbSeTi from the OMol25 dataset. Energies are from the ωB97M-V functional and the def2-TZVPD basis.

Calculated values
Multiplicity: 2
Highest occupied orbital energy (alpha / beta), eV: -6.646 / -6.693
<S²>: 0.76
Relative energy (zero: lowest compared OMol25 entry of this formula, charge and spin), eV: 0.417
Total charge: 0
Orbital gap (alpha / beta), eV: 6.65 / 6.65
LUMO energy (alpha / beta), eV: 0.0 / 0.0

XYZ file:
```
65
Properties=species:S:1:pos:R:3:lowdin_charge:R:1
Ti -2.235 -0.636 -0.535 -0.192
S -3.854 -1.436 -4.552 -0.304
Sb -4.312 -2.068 -2.436 0.360
S -1.956 -2.695 -1.478 -0.054
S -4.309 0.116 -1.084 -0.037
C -4.227 0.009 4.917 -0.075
N -3.659 -0.917 3.963 -0.050
C -3.835 -0.855 2.637 -0.883
N -4.541 0.156 2.138 0.107
S -3.177 -2.053 1.627 0.608
H -3.914 -0.287 5.915 0.089
H -5.320 -0.002 4.884 0.092
H -3.873 1.028 4.743 0.088
H -3.118 -1.701 4.287 0.118
H -4.915 0.890 2.714 0.100
H -4.671 0.188 1.124 -0.053
C 0.795 -0.939 4.191 -0.108
C 1.827 -1.145 3.086 -0.249
C 1.505 -2.337 2.187 -0.170
C 0.294 -2.114 1.286 -0.184
N 0.578 -1.117 0.253 -0.026
C 0.242 0.197 0.263 -0.697
Se -1.075 0.979 1.306 0.752
N 0.925 0.820 -0.720 -0.011
C 0.844 2.247 -1.012 -0.160
C 1.752 3.062 -0.098 -0.179
C 3.245 2.834 -0.323 -0.252
C 3.757 3.453 -1.619 -0.104
C 1.678 -0.111 -1.418 -0.156
C 2.492 0.005 -2.537 -0.003
C 3.060 -1.160 -3.017 -0.068
C 2.825 -2.399 -2.407 -0.067
C 2.017 -2.513 -1.291 0.004
C 1.452 -1.340 -0.810 -0.162
H 1.056 -0.082 4.814 0.074
H 0.740 -1.820 4.835 0.076
H -0.197 -0.751 3.778 0.032
H 2.813 -1.295 3.530 0.108
H 1.902 -0.234 2.481 0.096
H 1.292 -3.214 2.805 0.122
H 2.371 -2.591 1.571 0.107
H -0.572 -1.768 1.845 0.025
H -0.004 -3.029 0.772 0.103
H -0.195 2.540 -0.871 0.084
H 1.085 2.370 -2.068 0.119
H 1.479 2.824 0.933 0.098
H 1.514 4.119 -0.247 0.121
H 3.462 1.762 -0.305 0.099
H 3.796 3.265 0.516 0.108
H 3.227 3.073 -2.495 0.052
H 4.818 3.246 -1.763 0.074
H 3.625 4.536 -1.605 0.077
H 2.661 0.954 -3.025 0.104
H 3.694 -1.114 -3.892 0.107
H 3.276 -3.289 -2.824 0.107
H 1.818 -3.470 -0.831 0.121
N -0.855 -0.469 -3.417 -0.036
C -0.637 0.203 -4.551 -0.114
C -1.092 1.491 -4.358 -0.054
C -1.618 1.482 -3.061 -0.169
N -1.476 0.289 -2.500 -0.097
H -0.863 -1.474 -3.247 0.049
H -0.210 -0.282 -5.411 0.123
H -1.092 2.300 -5.065 0.096
H -2.118 2.273 -2.525 0.112
```

***

Here is a cluster of 2 separate species, C20H32O2 in total from the OMol25 dataset. Energies are from the ωB97M-V functional and the def2-TZVPD basis.

Calculated values
Highest occupied orbital energy (alpha / beta), eV: -9.129 / -6.706
Relative energy (zero: lowest compared OMol25 entry of this formula, charge and spin), eV: 1.876
Total charge: 0
Orbital gap (alpha / beta), eV: 9.92 / 5.45
LUMO energy (alpha / beta), eV: 0.8 / -1.3

XYZ file:
```
54
Properties=species:S:1:pos:R:3:lowdin_charge:R:1
C -2.250 1.050 4.394 -0.077
C -0.813 1.098 3.889 -0.309
C -0.324 2.546 3.587 -0.141
C 0.532 2.483 2.294 -0.141
C 0.731 0.977 1.962 -0.244
C 0.989 0.642 0.512 -0.285
C 1.044 1.694 -0.533 -0.074
H 1.444 1.305 -1.470 0.054
C 1.296 -0.767 0.159 -0.047
C -0.539 0.282 2.573 -0.209
C -1.714 0.317 1.576 -0.113
C -2.709 -0.838 1.699 -0.230
C -3.861 -0.693 0.672 -0.143
C -3.431 -1.530 -0.547 -0.173
C -2.496 -2.626 0.009 -0.091
C -2.011 -2.154 1.364 -0.374
O -1.193 -2.696 2.055 0.095
H -2.945 1.444 3.654 0.073
H -2.554 0.029 4.629 0.075
H -2.372 1.648 5.297 0.079
H -0.162 0.679 4.676 0.139
H -1.185 3.214 3.466 0.105
H 0.249 2.950 4.432 0.106
H 0.012 2.976 1.466 0.100
H 1.491 3.001 2.409 0.110
H 1.608 0.621 2.526 0.148
H 0.053 2.100 -0.747 0.080
H 1.688 2.519 -0.228 0.079
H 1.479 -0.888 -0.909 0.069
H 2.183 -1.111 0.689 0.086
H 0.474 -1.430 0.429 0.063
H -0.322 -0.770 2.813 0.132
H -2.225 1.282 1.647 0.124
H -1.320 0.284 0.557 0.117
H -3.099 -0.891 2.724 0.136
H -4.805 -1.065 1.092 0.113
H -4.022 0.359 0.411 0.110
H -4.291 -1.947 -1.080 0.105
H -2.887 -0.902 -1.266 0.109
H -3.026 -3.576 0.129 0.126
H -1.642 -2.817 -0.649 0.123
O 1.147 -1.960 -4.081 0.063
C 2.149 -1.304 -4.368 -0.459
C 3.433 -1.899 -4.903 -0.111
C 4.310 -0.710 -5.345 -0.174
C 3.619 0.531 -4.743 -0.175
C 2.274 0.077 -4.275 0.043
H 3.913 -2.488 -4.114 0.123
H 3.218 -2.585 -5.728 0.121
H 5.353 -0.812 -5.017 0.108
H 4.326 -0.641 -6.440 0.108
H 4.188 0.937 -3.896 0.119
H 3.526 1.338 -5.480 0.115
H 1.469 0.717 -3.968 0.113
```